Record 1
The following is a quantum chemistry calculation of the molecule C5H11NO, from the OMol25 dataset.

Output
* SMILES: CCN1C[C@H]1CO
* gap between HOMO and LUMO: 10.702 eV
* LUMO: 0.0431 Eh
* F_max: 0.4 eV Å⁻¹
* calculated total energy: -8899.7007 eV
* relative energy (zero: lowest compared OMol25 entry of this formula, charge and spin): 46.04 kcal/mol

Cartesian coordinates (Å):
C  -1.947  -0.891  -0.675
C  -1.466  -0.043  0.493
N  -0.025  -0.196  0.662
C  0.652  0.794  1.476
C  0.814  0.788  -0.001
C  2.031  0.192  -0.686
O  1.669  -0.940  -1.441
H  -3.023  -0.765  -0.835
H  -1.749  -1.949  -0.479
H  -1.423  -0.614  -1.597
H  -1.740  1.016  0.336
H  -1.948  -0.367  1.423
H  0.054  1.589  1.920
H  1.446  0.407  2.113
H  0.286  1.573  -0.548
H  2.472  0.914  -1.380
H  2.796  -0.056  0.067
H  1.100  -1.453  -0.847

These are the natural (NBO) partial charges, in e, on atoms 1 to 2: atom 1 (C): -0.62, atom 2 (C): -0.21


Record 2
The following is a quantum chemistry calculation of the molecule C5H11NO in a non-equilibrium geometry, from the OMol25 dataset.

Output
* SMILES: C=NCCCCO
* gap between HOMO and LUMO: 10.095 eV
* LUMO: 0.0322 Eh
* F_max: 3.3 eV Å⁻¹
* calculated total energy: -8898.3845 eV
* relative energy (zero: lowest compared OMol25 entry of this formula, charge and spin): 76.39 kcal/mol

Cartesian coordinates (Å):
C  -0.695  2.674  -0.175
N  0.419  2.338  0.332
C  0.524  1.051  1.009
C  1.215  -0.028  0.205
C  0.574  -1.403  -0.307
C  -0.927  -1.292  -0.343
O  -1.493  -2.485  -0.976
H  -1.355  1.901  -0.571
H  -1.179  3.656  -0.262
H  -0.477  0.652  1.226
H  1.174  1.334  1.841
H  1.900  -0.420  0.969
H  1.902  0.308  -0.573
H  0.856  -2.165  0.413
H  0.908  -1.560  -1.344
H  -1.291  -0.432  -0.907
H  -1.348  -1.144  0.667
H  -0.707  -2.987  -1.204

These are the natural (NBO) partial charges, in e, on atoms 1 to 2: atom 1 (C): -0.04, atom 2 (N): -0.40


Record 3
The following is a quantum chemistry calculation of the molecule C5H11NO in a non-equilibrium geometry, from the OMol25 dataset.

Output
* SMILES: CC/C(C)=[N+](\C)[O-]
* gap between HOMO and LUMO: 8.899 eV
* LUMO: 0.0291 Eh
* F_max: 6.4 eV Å⁻¹
* calculated total energy: -8897.2276 eV
* relative energy (zero: lowest compared OMol25 entry of this formula, charge and spin): 103.08 kcal/mol

Cartesian coordinates (Å):
C  -1.776  -0.146  -0.661
C  -0.814  0.056  0.591
C  0.578  -0.419  0.114
C  0.754  -1.882  -0.141
N  1.675  0.305  0.041
C  1.704  1.741  0.339
O  2.780  -0.201  -0.351
H  -1.362  0.138  -1.614
H  -2.741  0.554  -0.443
H  -2.083  -1.295  -0.843
H  -1.218  -0.384  1.434
H  -0.792  1.245  0.666
H  0.241  -1.979  -1.016
H  1.886  -2.008  -0.322
H  0.344  -2.622  0.618
H  2.672  1.963  0.443
H  1.183  2.506  -0.286
H  1.251  1.827  1.429

These are the natural (NBO) partial charges, in e, on atoms 1 to 2: atom 1 (C): -0.61, atom 2 (C): -0.43